{"formula": "C17H11F3N2O3", "method": "wB97M-V/def2-TZVPD", "elements": ["O", "C", "N", "C", "O", "C", "C", "C", "C", "C", "C", "C", "F", "C", "C", "C", "C", "F", "C", "C", "F", "C", "C", "O", "N", "H", "H", "H", "H", "H", "H", "H", "H", "H", "H", "H"], "coordinates": [[0.23139, -2.61205, -4.39250], [0.15513, -1.80281, -3.49188], [1.25966, -1.14856, -2.93755], [1.24374, -0.03794, -2.10983], [2.23828, 0.67819, -2.03448], [-0.04052, 0.22737, -1.33467], [0.03965, -0.31592, 0.07339], [-1.28691, -0.10727, 0.82423], [-2.09570, -1.21819, 1.10988], [-3.38170, -1.04436, 1.61268], [-3.88726, 0.23507, 1.84854], [-3.05241, 1.31442, 1.60269], [-3.52969, 2.58081, 1.83766], [-1.74201, 1.17403, 1.12775], [1.28439, 0.23424, 0.78553], [1.55533, 1.60366, 0.83154], [2.73708, 2.03076, 1.44373], [2.93902, 3.37733, 1.62358], [3.71516, 1.15041, 1.88827], [3.45142, -0.20269, 1.72387], [4.46672, -1.10760, 1.96507], [2.22410, -0.67771, 1.27191], [-1.24439, -0.29567, -2.09663], [-2.34789, 0.23128, -2.03850], [-1.04364, -1.42176, -2.88112], [2.12496, -1.33560, -3.41906], [-0.15792, 1.32375, -1.25864], [0.18609, -1.40350, -0.02057], [-1.70879, -2.21866, 0.89171], [-4.00944, -1.91662, 1.79550], [-4.90299, 0.39136, 2.20395], [-1.10552, 2.04101, 0.97421], [0.88133, 2.32123, 0.36739], [4.65080, 1.49480, 2.32063], [2.01879, -1.74672, 1.23953], [-1.86622, -1.79605, -3.34781]], "nbo_charge": [-0.569, 0.802, -0.663, 0.704, -0.547, -0.411, -0.246, -0.003, -0.226, -0.178, -0.282, 0.409, -0.330, -0.237, 0.037, -0.293, 0.440, -0.324, -0.352, 0.430, -0.327, -0.295, 0.697, -0.539, -0.665, 0.436, 0.268, 0.224, 0.214, 0.222, 0.238, 0.220, 0.227, 0.254, 0.232, 0.436], "lumo_energy_ev": 0.087, "homo_energy_ev": -9.62, "smiles": "O=C1NC(=O)C([C@H](c2cccc(F)c2)c2cc(F)cc(F)c2)C(=O)N1", "multiplicity": 1, "largest_force_ha_per_bohr": 0.0377}